This record from the OMol25 dataset describes a structure of composition C11H15BaO5P. The level of theory is ωB97M-V/def2-TZVPD.

The geometry in XYZ format:
```
33
Properties=species:S:1:pos:R:3:forces:R:3:lowdin_charge:R:1
O 0.0928 3.1452 -2.8009 0.03 -1.41 0.69 0.26
C 0.0905 2.0170 -2.8168 -0.10 12.33 -3.58 -0.32
Ba 0.0897 -0.0742 -2.4747 0.71 -0.63 15.87 1.73
O 0.0903 -0.0730 -6.0030 0.06 -0.05 4.09 0.22
C 0.0901 -0.0728 -4.8534 -0.21 0.18 -9.40 -0.13
C 0.0888 -2.1627 -2.8173 -0.11 -12.18 -3.60 -0.32
O 0.0878 -3.2907 -2.8011 0.03 1.30 0.65 0.26
C -1.9993 -0.0716 -2.8162 -12.37 0.12 -3.56 -0.32
O -3.1271 -0.0711 -2.8015 1.37 -0.03 0.68 0.26
C 2.1790 -0.0758 -2.8169 12.17 0.11 -3.57 -0.32
O 3.3073 -0.0749 -2.8003 -1.31 -0.04 0.64 0.26
C -2.5380 0.5540 1.7454 0.14 -0.06 0.04 -0.15
C -1.0593 0.9606 1.8308 -0.32 0.12 -0.05 -0.41
P -0.0675 0.1880 0.4629 -1.95 1.50 1.24 0.85
C 1.5168 1.1904 0.6442 0.24 -0.92 0.08 -0.41
C 2.0693 1.2459 2.0654 0.45 0.06 0.22 -0.13
C -0.2638 -1.6539 0.8373 0.83 0.31 0.02 -0.41
C 0.0293 -2.0260 2.2857 0.16 -0.41 0.31 -0.13
H -2.9413 0.8324 0.7600 -0.06 -0.13 0.33 0.07
H -3.1070 1.0779 2.5263 0.09 -0.24 -0.30 0.09
H -2.6551 -0.5296 1.8950 -0.14 0.34 -0.04 0.07
H -1.0106 2.0600 1.7098 0.27 -0.48 0.05 0.10
H -0.6587 0.7089 2.8323 -0.02 0.13 -0.60 0.09
H 2.2812 0.7493 -0.0158 0.02 0.21 0.04 0.05
H 1.3084 2.2250 0.2889 -0.25 -0.73 0.01 0.09
H 2.2939 0.2302 2.4254 -0.05 0.44 0.03 0.08
H 3.0043 1.8282 2.0640 -0.30 -0.23 0.11 0.09
H 1.3693 1.7411 2.7535 0.26 -0.25 -0.24 0.08
H -1.3010 -1.9602 0.5719 0.56 0.56 -0.07 0.09
H 0.4276 -2.2096 0.1822 -0.16 -0.03 0.05 0.06
H -0.6737 -1.5446 2.9819 0.32 -0.15 -0.25 0.08
H -0.0755 -3.1166 2.4067 0.07 0.40 0.06 0.09
H 1.0616 -1.7467 2.5481 -0.43 -0.15 0.06 0.08
```
Forces are in eV/Å.

Output
calculated total energy: -1170.070441 Eh
LUMO energy: -10.34 eV
multiplicity: 1
charge: +2
M: 395.5 g mol⁻¹
frontier orbital gap: 4.75 eV

This record from the OMol25 dataset describes a structure of composition C6H14O2S2. The level of theory is ωB97M-V/def2-TZVPD.

The geometry in XYZ format:
```
24
Properties=species:S:1:pos:R:3:forces:R:3:nbo_charge:R:1
C -2.0974 -0.1323 -0.9864 -1.21 -1.72 -0.76 -0.69
C -2.2729 0.1621 1.5439 -0.35 2.50 -0.45 -0.63
C -1.0763 1.8657 0.0958 0.57 1.25 1.71 -0.64
C 3.5475 -1.5218 0.1375 -1.04 1.47 -1.48 -0.77
C 1.6261 0.0431 -1.2893 -2.64 1.19 2.04 -0.78
C -1.5047 0.4574 0.2529 0.83 -0.72 -0.38 -0.14
O 2.5029 0.6672 1.2840 -0.10 0.14 -1.07 -0.97
O -0.2681 -1.9509 -0.0199 -0.47 -2.32 -0.48 -0.94
S 3.0052 0.3014 -0.0851 0.79 -0.98 0.13 1.18
S 0.1103 -0.6579 0.4931 1.01 2.92 -0.84 1.18
H -1.7107 0.0873 -2.0057 0.47 0.56 0.95 0.22
H -1.8766 -1.2479 -0.8803 -1.23 1.15 -0.37 0.26
H -3.1822 0.1255 -1.0742 0.61 -0.62 0.32 0.22
H -3.2647 0.7156 1.5831 1.19 -0.50 -0.18 0.22
H -1.6608 0.4864 2.3917 -0.22 -0.08 0.02 0.22
H -2.4772 -0.8509 1.6083 -0.43 -2.10 0.31 0.22
H -0.2863 2.1020 0.8844 -1.03 0.15 -0.94 0.23
H -0.6427 1.9274 -0.8634 0.78 0.46 -1.07 0.21
H -1.9081 2.6183 0.1079 0.57 -0.76 0.34 0.22
H 4.6384 -1.5968 0.1816 -0.39 0.10 0.07 0.24
H 3.1097 -1.9801 -0.7660 0.53 -0.36 0.60 0.22
H 3.0217 -1.8011 1.0407 0.10 -0.24 0.15 0.24
H 1.2471 1.0544 -1.7559 1.00 -2.14 0.96 0.24
H 1.4198 -0.8739 -1.8785 0.65 0.65 0.42 0.24
```
Forces are in eV/Å.

Output
calculated total energy: -1183.706117 Eh
LUMO energy: -0.43 eV
multiplicity: 1
M: 182.3 g mol⁻¹
frontier orbital gap: 7.78 eV
ΔE to the lowest compared entry with this formula, charge and spin: 364.8 kJ/mol

> Which value of calculated total energy does entry 1 give?

-1170.070441 Eh

> What is the multiplicity in the first record?

1